Entry 1:
# C4H12

2 unconnected molecules or ions with the total composition C4H12 at a distorted geometry (ωB97M-V/def2-TZVPD, the OMol25 dataset).

```
16
Properties=species:S:1:pos:R:3:forces:R:3
C -0.771305 1.990674 -0.884009 1.9 2.2 1.0
C 0.681045 1.968695 -1.556235 -3.5 1.8 -0.6
H -1.118281 3.016156 -0.800631 -0.5 0.3 -1.2
H -1.330558 1.334177 -1.460520 -1.7 -0.7 -0.9
H -0.953752 1.811829 0.178670 1.0 -1.2 0.1
H 0.667384 0.982406 -1.912318 1.4 -1.4 -0.4
H 1.410537 2.321937 -0.889429 1.3 -0.1 0.7
H 0.642859 2.659865 -2.468968 0.1 -0.9 1.3
C -0.391209 -2.008825 1.816266 -0.3 2.6 0.2
C 0.485867 -2.000343 0.596317 1.7 -2.1 -0.6
H -1.454121 -1.725383 1.673846 0.6 -0.3 -0.2
H -0.328502 -2.889897 2.356466 -0.1 -2.1 0.7
H 0.031722 -1.292028 2.547223 -0.4 0.1 -0.4
H 0.445200 -2.930578 -0.031073 -0.7 0.8 0.3
H 0.427327 -1.150853 -0.049967 -0.4 0.6 -0.3
H 1.555788 -2.087832 0.884360 -0.5 0.4 0.2
```
Positions in Å, forces in eV/Å.

## Properties
- E_LUMO (eV) = 1.10
- charge = 0
- structure (SMILES) = CC.CC
- ΔE to the lowest compared entry with this formula, charge and spin (kJ/mol) = 98.63
- maximum force (hartree/bohr) = 0.0769

Results of the natural (NBO) charge analysis, in e, for atoms 1 through 6: C -0.62; C -0.60; H 0.20; H 0.20; H 0.21; H 0.20



Entry 2:
# C34H51BrIrN2P2

A molecular structure, C34H51BrIrN2P2 at a distorted geometry (ωB97M-V/def2-TZVPD, the OMol25 dataset).

```
91
Properties=species:S:1:pos:R:3:forces:R:3
C 2.601720 5.355607 -1.648221 -0.6 -0.2 -0.3
C 1.479976 4.924048 -2.395819 -1.8 -0.5 0.6
C 1.624976 4.743309 -3.780647 0.0 0.1 0.8
C 2.878077 4.952034 -4.356010 0.3 -0.4 -3.2
N 3.929529 5.352579 -3.643646 -1.1 0.0 1.2
C 3.808216 5.550282 -2.329134 2.6 0.9 1.0
C 0.221690 4.601002 -1.816100 -1.7 0.2 0.3
C -0.935206 4.375920 -1.436902 2.0 0.8 -0.2
C -1.809008 3.627721 -0.576920 1.1 -0.2 -0.5
C -1.052458 2.879837 0.318178 -1.3 -0.1 0.7
C -1.731526 1.871788 1.117487 -0.2 0.7 -0.1
C -2.938986 1.392183 0.536502 -0.9 0.5 0.8
C -3.764756 2.277373 -0.133530 -0.5 0.0 -0.1
C -3.223347 3.506909 -0.604650 0.3 -0.9 0.0
Ir -1.089958 -0.100433 0.812197 1.5 -2.4 0.0
P 1.026352 -0.193824 0.028427 1.3 0.9 -0.6
H 0.778755 4.436207 -4.390514 0.3 0.1 -0.1
H 2.553297 5.529677 -0.572050 0.2 0.1 -0.4
H 3.010820 4.804735 -5.429433 0.1 0.1 0.1
H 4.702874 5.889524 -1.795647 -0.2 -0.1 -0.1
H -3.860234 4.312671 -0.992603 0.3 -0.6 -0.1
H -0.053994 3.201328 0.620758 -0.3 -0.1 -0.3
H -4.822299 2.083578 -0.273799 0.0 -0.1 -0.1
H -1.884304 2.267910 2.143075 0.5 -1.1 0.0
C 1.938599 -1.815163 -0.086906 -0.5 -0.4 0.3
C 3.004934 -1.997637 -1.173741 0.4 0.0 -0.3
H 1.194158 -2.616798 -0.204777 0.2 0.2 0.2
H 2.420634 -1.973181 0.896896 -0.1 0.2 -0.3
H 3.440220 -3.005051 -1.085042 -0.2 0.3 0.0
H 2.607840 -1.918787 -2.194167 -0.1 0.0 0.3
H 3.843783 -1.294827 -1.091789 -0.3 -0.2 0.1
C 0.926667 0.500881 -1.671025 -0.1 -0.1 -0.1
C 2.184701 1.063637 -2.296146 0.5 0.3 -0.4
H 0.169669 1.297412 -1.627984 0.0 -0.2 0.1
H 0.529407 -0.290530 -2.321387 0.0 0.2 0.3
H 1.970924 1.384841 -3.318190 -0.1 -0.1 0.0
H 2.557370 1.949719 -1.785690 0.0 0.0 0.3
H 3.006872 0.353340 -2.360593 -0.1 0.0 0.0
C 2.210442 0.828072 0.972090 0.0 0.2 0.2
C 3.697951 0.637641 0.726055 0.6 0.1 -0.1
H 2.015089 0.645103 2.036097 -0.1 0.1 -0.2
H 1.934732 1.874535 0.784731 -0.1 -0.1 0.1
H 4.260900 1.390871 1.283888 -0.1 0.0 0.0
H 4.073974 -0.325162 1.074189 -0.1 0.0 0.0
H 3.987663 0.736330 -0.319061 -0.1 0.1 0.1
Br -3.419089 -0.524371 1.443519 -1.9 2.9 0.2
P -1.930548 -1.643383 -1.116847 0.0 0.4 0.1
C -0.795112 -2.576140 -2.214304 0.4 0.4 0.2
C -1.406111 -3.756188 -2.961724 -0.2 -0.2 -0.2
H 0.024210 -2.926271 -1.571883 -0.2 0.0 -0.4
H -0.369938 -1.853479 -2.924117 -0.1 -0.2 0.1
H -0.649241 -4.148744 -3.647193 -0.1 0.0 0.1
H -1.681972 -4.573539 -2.287775 0.0 0.2 -0.2
H -2.280760 -3.472357 -3.559256 0.2 -0.1 0.2
C -3.084771 -2.955732 -0.518201 0.4 0.1 0.6
C -4.427385 -2.974290 -1.215100 -0.7 -0.2 -0.3
H -3.235358 -2.812606 0.561110 0.1 -0.2 -0.4
H -2.567814 -3.917550 -0.632567 -0.1 0.3 0.0
H -5.095297 -3.661372 -0.686044 0.1 0.1 -0.1
H -4.921547 -1.998877 -1.226599 0.1 -0.1 0.0
H -4.359308 -3.335296 -2.246686 0.0 0.1 0.2
C -2.787745 -0.337655 -2.130444 0.2 -0.1 0.5
C -3.220608 -0.694463 -3.543465 -0.2 -0.1 -0.3
H -2.085118 0.510915 -2.153023 -0.1 -0.2 0.0
H -3.632064 0.013711 -1.520759 0.1 -0.3 -0.2
H -3.671630 0.202014 -3.983111 0.1 -0.2 0.0
H -2.379269 -0.979347 -4.185997 -0.2 0.0 0.2
H -3.980627 -1.483912 -3.564780 0.3 0.2 0.0
C 1.911871 -2.434477 4.353019 0.4 0.1 0.3
N 1.050891 -2.814186 3.191748 -0.2 0.5 -0.4
C 1.233159 -4.262815 2.883104 0.0 -0.2 -0.1
C -0.432410 -2.467356 3.395260 0.2 -0.3 0.1
C -0.579691 -1.026326 3.751688 -0.8 0.1 0.4
C -0.784585 -0.709123 5.101076 0.3 0.0 0.0
C -0.745827 0.612764 5.531918 -0.4 0.1 0.1
C -0.380458 1.603400 4.624241 0.2 0.0 0.0
C -0.120691 1.270737 3.296041 -0.1 0.3 0.1
C -0.474890 0.010218 2.810541 1.0 -0.7 -0.2
H 1.541976 -2.959512 5.247199 0.1 0.2 -0.3
H 1.892463 -1.346759 4.503841 -0.1 -0.4 0.0
H 2.940557 -2.762917 4.136908 -0.4 0.1 0.1
H 1.354993 -2.250213 2.372200 -0.2 -0.5 0.7
H 0.837799 -4.844938 3.723922 0.1 0.1 -0.3
H 0.693808 -4.501645 1.962930 0.1 0.0 0.2
H 2.303084 -4.460810 2.758597 -0.3 0.0 0.0
H -0.940502 -2.735784 2.463193 0.1 -0.1 0.1
H -0.758733 -3.125073 4.211015 -0.1 0.2 -0.3
H -0.972219 -1.521404 5.808441 0.1 0.3 -0.1
H -0.995935 0.870362 6.563298 0.2 -0.1 -0.3
H -0.325941 2.651802 4.922102 0.2 -0.3 0.1
H 0.281646 2.035785 2.634516 -0.4 -0.1 0.1
```
Positions in Å, forces in eV/Å.

## Properties
- E_LUMO (spin up / spin down) (eV) = -11.27 / -14.95
- charge = +4
- spin multiplicity = 6
- ΔE to the lowest compared entry with this formula, charge and spin (kJ/mol) = 140.16
- maximum force (hartree/bohr) = 0.0665

Results of the Mulliken charge analysis, in e, for atoms 1 through 6: C -0.10; C -0.24; C 0.01; C -0.47; N 0.01; C -0.35



Entry 3:
# C13H18BrHgN3O2Se2

A molecular structure, C13H18BrHgN3O2Se2 (ωB97M-V/def2-TZVPD, the OMol25 dataset).

```
40
Properties=species:S:1:pos:R:3:forces:R:3
Hg -2.140588 0.710462 0.633493 0.0 0.0 0.0
O -1.312275 -4.030392 1.275435 0.0 0.0 0.0
C -0.519551 -3.666774 2.386368 0.0 0.0 0.0
C -0.235308 -2.157654 2.541047 0.0 0.0 0.0
C 0.924724 -2.086693 3.555332 0.0 0.0 0.0
O 1.179437 -0.814774 4.114893 0.0 0.0 0.0
C -1.441756 -1.428808 3.136091 0.0 0.0 0.0
Se -3.091029 -1.383717 2.049525 0.0 0.0 0.0
C 0.196385 -1.612795 1.176396 0.0 0.0 0.0
Se 0.567022 0.329928 1.065479 0.0 -0.1 0.0
H -2.083378 -3.434831 1.268347 0.0 0.0 0.0
H 0.431898 -4.195842 2.265247 0.0 0.0 0.0
H -0.974797 -4.022626 3.322068 0.0 0.0 0.0
H 1.826430 -2.483046 3.065366 0.0 0.0 0.0
H 0.696791 -2.745312 4.400151 0.0 0.0 0.0
H 1.196414 -0.173566 3.383827 0.0 0.0 0.0
H -1.171278 -0.400265 3.359030 0.0 0.0 0.0
H -1.708367 -1.901906 4.083582 0.0 0.0 0.0
H -0.573117 -1.837953 0.442171 0.0 0.0 0.0
H 1.104479 -2.134015 0.863429 0.0 0.0 0.0
N 1.759840 -0.282325 -2.112268 -0.1 -0.1 0.0
C 2.548712 -1.332468 -2.394041 0.0 0.0 0.0
C 3.029837 -1.138100 -3.670294 0.0 0.0 0.0
C 2.449036 0.077198 -4.074204 0.0 0.0 0.0
N 1.686372 0.592625 -3.119157 0.0 0.0 -0.1
H 1.264041 -0.102752 -1.234128 0.1 0.1 0.0
H 2.707337 -2.118445 -1.675301 0.0 0.0 0.0
H 3.692384 -1.778439 -4.226035 0.0 0.0 0.0
H 2.557751 0.599543 -5.011458 0.0 0.0 0.0
Br -2.600519 6.539891 -0.163601 0.0 0.0 0.0
C -1.786535 5.080949 -1.095333 0.0 0.0 0.1
C -2.277814 4.755233 -2.349983 0.0 0.0 0.0
C -1.661815 3.706306 -3.009268 0.0 0.0 -0.1
C -0.608904 3.045789 -2.398144 0.1 0.0 0.1
C -0.220630 3.462158 -1.135462 -0.1 0.1 0.2
N -0.802294 4.473840 -0.478588 0.0 0.0 -0.2
H -3.104216 5.301965 -2.778817 0.0 0.0 0.0
H -2.007540 3.406088 -3.990580 0.0 0.0 0.0
H -0.077467 2.224893 -2.861286 0.0 0.0 0.0
H 0.580288 2.956628 -0.609330 0.0 0.0 0.0
```
Positions in Å, forces in eV/Å.

## Properties
- E_LUMO (spin up / spin down) (eV) = 2.62 / 1.79
- charge = -1
- spin multiplicity = 2
- ΔE to the lowest compared entry with this formula, charge and spin (kJ/mol) = 0.00
- maximum force (hartree/bohr) = 0.0041

Results of the natural (NBO) charge analysis, in e, for atoms 1 through 6: Hg 0.50; O -0.76; C -0.05; C -0.16; C -0.05; O -0.75



Entry 4:
# C15H24F4N2O3PRe

A molecular structure, C15H24F4N2O3PRe (ωB97M-V/def2-TZVPD, the OMol25 dataset).

```
50
Properties=species:S:1:pos:R:3:forces:R:3
Re -0.069306 -0.554817 -0.884155 0.3 -0.4 0.4
C 1.237183 -3.493120 0.141404 0.0 0.0 0.0
C 1.950606 -2.606828 -0.867394 0.1 0.0 0.1
N 1.884501 -1.099238 -0.618466 -0.3 -0.1 0.0
C 2.622997 -0.391425 -1.724300 -0.1 -0.1 0.0
C 1.750735 -0.466765 -2.978237 0.2 -0.1 0.1
C 2.286859 -0.719360 0.777993 0.0 0.0 -0.1
C 1.132478 -0.905801 1.778629 -0.2 0.0 -0.1
N -0.176141 -0.856992 1.074343 0.3 0.2 -0.2
C -1.365280 -1.123054 1.673199 0.1 0.0 0.1
C -2.496565 -1.151872 0.841103 0.3 0.1 -0.2
F -2.249744 -0.903838 -0.519097 0.2 0.2 -0.1
C -3.748613 -1.428364 1.263748 -0.7 -0.1 0.2
F -4.747355 -1.452438 0.411687 0.0 0.0 0.1
C -3.947584 -1.692255 2.627603 -0.1 0.0 -0.1
C -2.868870 -1.661752 3.490743 -0.3 -0.1 0.2
F -3.029098 -1.894609 4.770200 0.0 0.0 -0.1
C -1.590479 -1.379561 3.041996 0.3 0.1 -0.1
F -0.591464 -1.340317 3.899613 0.1 0.0 -0.1
H 1.313091 -4.515995 -0.227259 0.0 0.0 0.0
H 0.165660 -3.285945 0.245384 0.1 0.0 -0.1
H 1.704884 -3.474532 1.124916 0.0 0.0 -0.1
H 1.560010 -2.784255 -1.869132 0.0 0.0 0.0
H 3.016891 -2.841518 -0.899415 0.0 0.0 0.0
H 3.598571 -0.854326 -1.865850 0.0 0.0 -0.1
H 2.764096 0.637456 -1.418720 0.0 0.1 0.1
H 1.747792 -1.437581 -3.465753 0.0 0.0 0.0
H 2.060887 0.280725 -3.707839 -0.1 0.1 0.0
H 0.665839 -0.185673 -2.787691 0.0 0.1 -0.3
H 2.606429 0.319184 0.746341 0.0 0.1 0.0
H 3.145168 -1.322902 1.070540 0.1 0.0 0.0
H 1.174411 -0.108478 2.518229 0.0 0.1 0.1
H 1.206717 -1.844886 2.320310 0.0 0.0 0.0
H -4.942335 -1.918190 2.997966 0.0 0.0 0.0
C -0.383816 2.922179 1.518280 0.0 -0.1 -0.1
O -1.008357 2.475611 0.265004 0.0 0.1 0.3
P -0.316854 1.803043 -0.944435 -0.1 0.0 -0.2
O 1.105996 2.362777 -1.183404 0.3 0.1 0.0
C 1.381588 3.766006 -1.603744 -0.1 0.0 0.0
O -1.234985 2.063526 -2.154821 -0.3 -0.1 -0.1
C -2.518737 2.813919 -2.276794 0.1 0.0 0.1
H -0.822951 3.884469 1.751462 0.0 0.1 0.0
H 0.693209 3.018051 1.394377 0.0 0.0 0.0
H -0.634544 2.203346 2.293076 0.0 0.0 0.0
H 2.456991 3.880284 -1.564510 0.0 0.0 0.0
H 0.896237 4.447893 -0.910977 0.0 0.0 0.0
H 1.008353 3.895556 -2.614918 0.0 0.0 0.0
H -2.458044 3.355835 -3.211486 0.1 0.0 -0.1
H -2.621545 3.486550 -1.433381 0.0 0.0 0.0
H -3.315510 2.080277 -2.306368 0.0 0.0 0.0
```
Positions in Å, forces in eV/Å.

## Properties
- E_LUMO (spin up / spin down) (eV) = -11.14 / -12.37
- charge = +3
- spin multiplicity = 4
- maximum force (hartree/bohr) = 0.0136

Results of the Mulliken charge analysis, in e, for atoms 1 through 6: Re 1.16; C -1.03; C -0.45; N -0.31; C -0.37; C -1.05